Record 1
80
Properties=species:S:1:pos:R:3:forces:R:3 method="wB97M-V/def2-TZVPD" smiles=BrCCBr.BrCCBr.BrCCBr.BrCCBr.BrCCBr.BrCCBr.BrCCBr.BrCCBr.BrCCBr.BrCCBr relative_energy_kj_mol=264.8 gap_ev=9.818 total_charge=0 lumo_energy_ha=0.001
Br -4.8483 19.2586 20.2578 0.3 0.0 0.4
C -5.8998 20.8186 20.7420 0.0 0.5 -1.0
C -6.7970 20.5455 21.8860 -1.1 -0.3 0.7
Br -7.9932 22.1037 22.2234 0.6 -0.3 -0.1
H -6.4456 20.9849 19.8133 -0.1 0.3 0.3
H -5.2676 21.6866 20.9289 0.2 -0.3 -0.1
H -6.2777 20.3174 22.8168 0.0 0.2 -0.1
H -7.5305 19.7639 21.6884 0.3 -0.1 -0.1
Br -6.4186 26.9558 17.4037 -0.6 0.0 -1.6
C -6.6627 26.6301 15.4013 -0.2 1.9 -0.4
C -7.2824 27.9177 14.6939 0.5 -0.6 0.5
Br -7.4826 27.6133 12.7166 0.1 0.0 1.2
H -7.2338 25.7297 15.1747 -0.1 0.2 0.5
H -5.6379 26.5123 15.0492 -0.2 -0.1 0.1
H -6.6690 28.8120 14.8040 0.5 -0.4 -0.2
H -8.2341 28.2956 15.0674 -0.2 -0.9 -0.1
Br -10.8400 18.2681 20.0328 0.2 -0.9 -1.3
C -10.5695 17.2891 18.2934 -0.4 -0.5 -0.8
C -9.5136 18.0079 17.4825 0.5 0.6 0.9
Br -9.4222 17.5451 15.5696 -0.2 0.0 0.9
H -11.4704 17.2395 17.6819 -0.5 0.8 0.5
H -10.3984 16.2200 18.4190 0.6 0.2 0.8
H -8.5155 17.8695 17.8981 0.0 -0.3 -0.2
H -9.7224 19.0720 17.5926 0.0 -0.1 -0.6
Br -11.6988 20.7116 16.8101 -0.7 -0.5 -0.5
C -12.7356 20.4546 15.1540 0.4 0.9 -1.1
C -11.7540 20.1262 14.0137 0.1 -0.3 0.9
Br -10.5474 21.5601 13.6105 0.5 0.8 -0.1
H -13.2024 21.4231 14.9744 0.0 0.0 0.1
H -13.5517 19.7332 15.1932 0.4 -0.3 0.6
H -12.1695 19.9043 13.0308 -0.4 -0.3 0.5
H -11.0727 19.3636 14.3911 -0.3 -0.3 -0.5
Br -9.0142 30.6123 16.5124 -1.1 -1.0 -0.2
C -10.5829 29.3064 16.3103 0.5 0.7 -1.9
C -11.1391 29.4009 14.8914 -0.7 1.9 -0.9
Br -12.8654 28.4726 14.7351 0.5 -0.1 0.1
H -11.3555 29.7124 16.9632 0.4 -0.7 0.4
H -10.2215 28.2797 16.3687 0.1 0.5 1.2
H -10.5706 29.2274 13.9777 0.6 -1.2 0.6
H -11.4142 30.4228 14.6305 -0.3 0.2 0.7
Br -6.5037 17.8489 13.4122 0.1 1.4 0.1
C -6.4942 19.8168 13.8377 1.1 -0.1 0.0
C -6.5357 20.1366 15.3209 -1.0 -2.0 -0.5
Br -5.3818 18.9879 16.4428 -0.1 0.9 -0.3
H -7.3843 20.2554 13.3867 0.1 -0.2 -0.1
H -5.5943 20.2843 13.4379 0.0 -0.5 -0.6
H -7.5285 19.7394 15.5323 0.0 0.7 1.0
H -6.4067 21.2023 15.5096 0.1 -0.4 0.2
Br -13.3874 27.7293 18.7510 -0.2 -0.5 0.0
C -14.2598 25.9577 18.5163 0.0 0.2 -0.4
C -13.3164 25.1336 17.6473 -0.9 -0.1 0.2
Br -14.1668 23.2920 17.2056 0.7 1.7 0.6
H -15.1930 26.1699 17.9945 0.1 -0.1 0.2
H -14.4636 25.6009 19.5259 0.2 -0.2 -0.3
H -12.3483 25.0573 18.1423 -0.2 -0.7 -0.2
H -13.1938 25.6374 16.6886 0.0 -0.3 0.0
Br -0.7890 21.9615 17.7555 -0.3 0.1 -0.3
C -2.3324 22.8880 18.4637 -0.2 0.1 1.8
C -3.4166 23.2335 17.5007 0.3 0.2 -1.2
Br -5.0320 23.8885 18.4350 0.9 -0.5 -0.4
H -1.9601 23.7974 18.9354 0.1 0.0 -0.2
H -2.7213 22.2871 19.2858 0.1 -0.3 -0.2
H -3.6709 22.4215 16.8195 -0.4 -0.1 0.4
H -3.0195 24.0244 16.8643 -0.5 0.3 0.0
Br -8.2808 21.6384 17.5828 -0.5 1.3 0.5
C -8.8538 23.5902 17.7032 0.6 -0.8 1.1
C -9.5801 23.8759 16.4806 -0.7 0.4 -1.8
Br -10.1919 25.8000 16.5614 0.6 -1.1 -0.3
H -7.9102 24.1344 17.7438 -0.2 -0.1 0.3
H -9.5011 23.7783 18.5598 0.5 -0.5 0.3
H -10.4679 23.2716 16.2941 -0.1 0.2 0.3
H -8.9254 23.7062 15.6258 -0.2 0.6 -0.2
Br -4.9374 23.2848 9.3099 0.1 -0.3 0.3
C -5.4606 22.6153 11.0749 -1.5 0.3 -0.1
C -6.2093 23.7813 11.7122 1.0 0.3 -0.1
Br -6.9657 23.2182 13.5090 0.6 0.7 -1.4
H -4.5841 22.2606 11.6173 -0.2 0.1 -0.1
H -6.2273 21.8554 10.9237 0.6 -0.4 -0.2
H -6.9552 24.2061 11.0403 -0.7 -0.7 0.4
H -5.5039 24.6116 11.7439 0.0 0.1 1.2

Record 2
13
Properties=species:S:1:pos:R:3:forces:R:3 method="wB97M-V/def2-TZVPD" smiles="O=CNCO.O" relative_energy_kj_mol=98.3 gap_ev=11.045 total_charge=0 lumo_energy_ha=0.026
O 1.0368 1.1735 0.4554 0.2 -0.3 0.1
C 1.2849 0.5884 -0.5808 -0.1 0.8 0.1
N 1.0121 -0.7104 -0.8143 -0.1 -0.1 0.5
C 0.0300 -1.4005 0.0146 -0.2 1.1 -1.4
O -1.2212 -1.4029 -0.6211 -0.8 -1.0 -0.4
H 1.6973 1.1645 -1.4154 0.4 -0.3 -0.3
H 1.2634 -1.1235 -1.6924 -0.1 0.1 -0.2
H 0.2966 -2.4413 0.0209 0.2 -0.3 0.7
H -0.0126 -0.8378 0.9343 0.3 -0.4 0.6
H -1.7196 -0.5844 -0.6868 0.6 0.4 0.4
O -1.3812 2.1457 1.2440 -0.2 -0.1 0.2
H -0.4521 2.0301 1.4917 -0.1 0.0 -0.3
H -1.8343 1.3987 1.6498 0.0 0.1 0.0

Record 3
69
Properties=species:S:1:pos:R:3:forces:R:3 method="wB97M-V/def2-TZVPD" multiplicity=3 relative_energy_kj_mol=132.6 s2=2.04 gap_ev="4.567 / 4.566" total_charge=-2 lumo_energy_ha="0.138 / 0.138"
V 0.5160 -1.6026 -0.9478 1.2 1.0 -0.9
C -3.2360 0.4690 -0.6257 0.0 0.0 -0.1
N -2.0856 0.1947 0.2151 -0.4 0.0 0.4
C -1.7905 1.3402 1.0915 0.0 0.1 0.0
C -1.6933 2.7330 0.4228 0.2 0.0 0.1
N -0.3650 3.2976 0.3191 -0.1 0.1 0.2
C 0.1503 3.9067 1.3618 -0.1 -0.1 -0.1
C 1.4116 4.5897 1.1985 0.1 0.0 0.0
F 1.9717 4.6009 -0.0285 0.0 0.0 0.0
C 2.0791 5.2502 2.1937 0.0 0.0 -0.1
F 3.2594 5.8591 1.9261 0.0 0.0 0.0
C 1.5660 5.3365 3.4847 0.0 0.0 0.0
F 2.2330 5.9970 4.4729 0.0 0.0 0.0
C 0.3537 4.7229 3.7113 -0.1 0.0 0.0
F -0.1883 4.7822 4.9525 0.0 0.0 0.0
C -0.3250 4.0518 2.7117 0.0 0.0 0.1
F -1.5045 3.4727 3.1012 0.0 0.0 0.0
C -2.3739 -0.9621 1.0378 0.1 0.3 0.1
C -1.2046 -1.4602 1.8737 0.0 -0.1 -0.4
N 0.0400 -1.7546 1.1199 0.4 0.1 0.9
C 1.1473 -1.8724 1.9387 0.1 0.0 -0.2
C 1.2921 -1.5957 3.3210 0.0 0.0 0.0
F 0.2603 -1.2198 4.1168 0.1 0.0 0.1
C 2.4996 -1.6977 4.0025 -0.1 0.0 0.1
F 2.5254 -1.4055 5.3164 0.0 0.0 -0.1
C 3.6616 -2.0889 3.3868 0.0 -0.1 0.0
F 4.8248 -2.1622 4.0616 0.0 0.0 0.0
C 3.5796 -2.4520 2.0543 0.1 -0.1 0.0
F 4.6623 -2.9364 1.4283 0.0 0.0 0.0
C 2.3792 -2.3730 1.4031 -1.0 0.1 0.0
F 2.2902 -2.9035 0.1652 0.2 0.0 0.1
H -4.0517 0.9628 -0.0635 0.0 -0.1 0.0
H -2.9544 1.0987 -1.4718 -0.1 -0.1 0.1
H -3.6248 -0.4723 -1.0265 0.0 0.0 0.0
H -2.5946 1.3760 1.8549 0.1 0.0 0.0
H -0.8496 1.1578 1.6145 0.0 0.0 -0.1
H -2.0913 2.6760 -0.5904 0.1 0.0 0.0
H -2.3678 3.3916 0.9841 -0.1 0.0 -0.1
H -3.2018 -0.7237 1.7410 0.1 -0.1 0.1
H -2.7348 -1.7528 0.3967 -0.2 0.1 0.0
H -1.0422 -0.7242 2.6517 0.1 0.0 -0.1
H -1.5642 -2.3748 2.3754 0.0 0.1 0.1
C 0.6756 1.8610 -4.1854 0.0 0.0 0.1
C 0.9978 0.8906 -3.0737 0.0 -0.2 0.1
S -0.3298 0.3702 -2.0417 0.2 -0.2 -0.4
C 2.2433 0.4656 -2.8143 -0.1 0.0 0.2
C 3.4299 0.8387 -3.6633 0.0 0.0 0.1
S 2.5594 -0.5575 -1.4172 0.7 0.2 -0.2
H -0.3715 2.1562 -4.1302 0.0 0.0 0.0
H 0.8515 1.4217 -5.1743 0.0 0.0 0.0
H 1.2849 2.7658 -4.1124 0.0 0.0 0.0
H 3.1246 1.0978 -4.6792 0.0 0.0 0.0
H 4.1292 0.0027 -3.7159 0.0 0.0 0.0
H 3.9737 1.6925 -3.2443 0.0 0.0 0.0
C 1.2008 -3.2656 -2.1595 -0.2 -0.1 0.0
H 2.2749 -3.2465 -2.3338 0.0 0.0 0.0
H 0.6880 -3.4074 -3.1177 0.0 0.0 0.0
H 0.9769 -4.1457 -1.5339 -0.1 -0.1 -0.1
Cl -3.8383 -4.8033 0.1778 0.0 0.0 0.0
C -3.0548 -3.8645 -1.0580 0.2 -0.1 0.0
C -3.6235 -3.7165 -2.3036 0.0 0.0 0.0
C -2.9133 -2.9763 -3.2362 0.1 0.0 -0.1
C -1.7161 -2.3873 -2.8766 0.0 0.2 -0.1
N -1.2081 -2.4891 -1.6446 -1.0 -0.6 0.2
C -1.8388 -3.2569 -0.7700 -0.5 -0.7 0.0
H -4.5800 -4.1665 -2.5328 0.0 0.0 0.0
H -3.2853 -2.8435 -4.2427 0.0 0.0 0.0
H -1.1417 -1.7814 -3.5632 0.0 0.1 0.0
H -1.3685 -3.3878 0.1936 0.0 0.0 0.0

Record 4
94
Properties=species:S:1:pos:R:3:forces:R:3 method="wB97M-V/def2-TZVPD" relative_energy_kj_mol=0.0 gap_ev=5.869 total_charge=-2 lumo_energy_ha=0.145
Y -0.6619 0.2029 -0.1674 0.2 -0.3 -0.4
C -1.9862 2.0118 -4.4828 0.0 0.0 0.0
C -2.0267 1.4165 -3.0734 0.0 0.0 0.0
N -1.0320 1.9081 -2.0977 0.0 0.0 0.1
C -1.4975 3.0958 -1.3384 0.0 0.0 0.0
C -1.7401 4.3761 -2.1305 0.0 0.0 0.0
C 0.2898 2.1212 -2.6914 0.0 0.0 0.0
C 0.9595 0.8282 -3.1151 0.0 -0.1 0.0
N 0.8972 -0.1834 -2.0617 0.1 -0.1 -0.1
C 1.6369 -1.2837 -2.2395 -0.1 0.1 0.0
C 1.6729 -2.2494 -1.2013 0.0 0.0 0.0
F 0.9658 -1.9517 -0.0783 0.0 0.0 0.0
C 2.3745 -3.4207 -1.2291 0.0 0.0 0.0
F 2.3199 -4.2358 -0.1541 0.0 0.0 0.0
C 3.1476 -3.7793 -2.3205 0.0 0.0 0.0
C 3.1398 -2.8754 -3.3634 0.0 0.1 0.0
F 3.8643 -3.1560 -4.4715 0.0 0.0 0.0
C 2.4232 -1.6950 -3.3531 0.0 0.0 0.0
F 2.4962 -0.9428 -4.4831 0.0 0.0 0.0
H -2.8443 1.6244 -5.0375 0.0 0.0 0.0
H -1.0860 1.7283 -5.0301 0.0 0.0 0.0
H -2.0511 3.0985 -4.4821 0.0 0.0 0.0
H -1.9135 0.3315 -3.1617 0.0 0.0 0.0
H -3.0057 1.5699 -2.6239 0.0 0.0 0.0
H -0.7420 3.2928 -0.5746 0.0 0.0 0.0
H -2.4159 2.8191 -0.8175 0.0 0.0 0.0
H -0.8679 4.6777 -2.7151 0.0 0.0 0.0
H -1.9577 5.1718 -1.4168 0.0 0.0 0.0
H -2.6031 4.2891 -2.7922 0.0 0.0 0.0
H 0.9022 2.6286 -1.9554 0.0 0.0 0.0
H 0.2403 2.7830 -3.5655 0.0 0.0 0.0
H 1.9924 1.0833 -3.3666 0.0 0.0 0.0
H 0.4904 0.4604 -4.0399 0.0 0.0 0.0
H 3.7176 -4.6938 -2.3513 0.0 0.0 0.0
N -2.5877 -2.9862 2.5657 0.1 -0.1 0.0
C -1.8605 -1.8793 2.4094 0.0 0.0 0.0
N -1.4448 -1.8157 1.1612 0.0 0.1 0.1
C -2.0105 -2.9074 0.5843 0.1 0.0 -0.2
N -2.7082 -3.6584 1.4019 -0.1 0.1 0.0
C -1.9112 -3.1375 -0.8584 0.0 0.0 0.1
C -2.3802 -4.3042 -1.4592 0.0 0.0 0.0
N -2.3031 -4.5009 -2.7673 0.0 0.0 0.0
C -1.7429 -3.5217 -3.4780 0.0 0.0 0.0
C -1.2725 -2.3622 -2.8872 0.0 0.0 0.0
N -1.3662 -2.1614 -1.5775 0.0 0.1 0.1
H -3.1804 -3.2043 3.3466 0.0 0.0 0.0
H -1.6820 -1.1438 3.1744 0.0 0.0 0.0
H -2.8256 -5.0804 -0.8502 0.0 0.0 0.0
H -1.6611 -3.6677 -4.5481 0.0 0.0 0.0
H -0.7957 -1.5813 -3.4675 0.0 0.0 0.0
S -4.3387 3.1048 1.3513 0.0 0.0 0.0
As -3.4803 1.1903 1.6107 0.0 0.1 0.0
S -3.3502 0.1751 -0.3665 -0.1 0.0 0.0
S -1.3078 1.3972 2.0917 -0.2 0.2 0.2
S -4.4095 -0.0872 3.0442 0.0 0.0 0.0
C 3.4130 2.4708 5.5540 0.0 0.0 0.0
C 2.2844 2.7495 4.7993 0.0 0.0 0.0
C 1.8468 1.8474 3.8371 0.0 0.0 0.0
C 2.5295 0.6518 3.6348 -0.1 0.0 -0.1
C 3.6680 0.3829 4.3914 0.0 0.0 0.0
C 4.1095 1.2856 5.3451 0.0 0.0 0.0
P 1.8657 -0.5120 2.3724 0.1 0.0 0.1
C 1.2798 -1.8793 3.4577 0.0 0.1 0.0
C 1.1129 -3.1688 2.9454 0.0 0.0 -0.1
C 0.5308 -4.1695 3.7079 0.0 0.0 0.0
C 0.0846 -3.8977 4.9955 0.0 0.0 0.0
C 0.2285 -2.6172 5.5095 0.0 0.0 0.0
C 0.8231 -1.6177 4.7487 0.0 0.0 0.0
C 3.4099 -1.2159 1.6655 0.0 0.0 0.0
C 3.8404 -0.6483 0.4660 0.0 0.0 0.0
C 4.9787 -1.1223 -0.1710 0.0 0.0 0.0
C 5.6958 -2.1764 0.3758 0.0 0.0 0.0
C 5.2787 -2.7468 1.5719 0.0 0.0 0.0
C 4.1447 -2.2671 2.2135 0.0 0.0 0.0
H 3.7589 3.1785 6.2983 0.0 0.0 0.0
H 1.7452 3.6770 4.9437 0.0 0.0 0.0
H 0.9761 2.0762 3.2352 0.0 0.0 0.0
H 4.2205 -0.5342 4.2249 0.0 0.0 0.0
H 5.0010 1.0692 5.9222 0.0 0.0 0.0
H 1.4299 -3.3919 1.9337 0.0 0.0 0.0
H 0.4091 -5.1597 3.2855 0.0 0.0 0.0
H -0.3830 -4.6756 5.5871 0.0 0.0 0.0
H -0.1294 -2.3859 6.5054 0.0 0.0 0.0
H 0.9206 -0.6216 5.1624 0.0 0.0 0.0
H 3.2803 0.1642 0.0180 0.0 0.0 0.0
H 5.2859 -0.6764 -1.1089 0.0 0.0 0.0
H 6.5733 -2.5592 -0.1318 0.0 0.0 0.0
H 5.8322 -3.5722 2.0041 0.0 0.0 0.0
H 3.8210 -2.7273 3.1391 0.0 0.0 0.0
F 1.8473 3.9366 -0.2824 0.0 0.0 0.0
B 2.3460 2.6693 -0.0092 0.1 0.0 0.0
F 1.2102 1.7643 0.1553 -0.2 -0.1 0.0
F 3.1014 2.1899 -1.0909 0.0 0.0 0.0
F 3.0903 2.6316 1.1596 0.0 0.0 0.0

Record 5
64
Properties=species:S:1:pos:R:3:forces:R:3 method="wB97M-V/def2-TZVPD" relative_energy_kj_mol=94.6 gap_ev=6.767 total_charge=-1 lumo_energy_ha=0.074
Rb -0.9895 -1.9252 -0.6336 -0.1 0.2 -0.2
O -0.9193 1.5191 -4.1498 -0.3 -0.9 0.4
C -0.2720 1.1469 -3.0397 -0.6 0.4 -0.3
O -0.7630 0.7372 -2.0123 -0.1 0.0 -0.5
C 1.1740 1.3741 -3.2259 1.2 0.4 0.9
C 1.8357 1.1959 -4.4206 -0.4 0.1 -1.0
C 3.2089 1.3255 -4.4542 1.8 -0.8 -0.1
C 3.8829 1.6170 -3.2620 0.5 0.8 0.0
C 3.1217 2.0076 -2.1836 -0.6 -0.6 0.1
N 1.8323 1.8011 -2.1478 -1.7 0.4 -0.2
C 3.6129 2.5764 -0.8873 1.9 -1.1 -0.1
O 2.6668 3.0485 -0.1255 0.1 0.8 1.1
O 4.7685 2.5084 -0.5394 -0.1 0.4 -0.3
H -1.7919 1.0194 -4.1933 0.2 0.7 0.2
H 1.2701 1.0032 -5.3313 0.1 -0.2 0.3
H 3.7951 1.0770 -5.3816 -0.8 0.4 1.1
H 4.9433 1.6887 -3.0275 0.1 -0.2 -0.9
H 1.8439 2.8362 -0.5744 -1.1 -0.2 -0.4
S 2.0813 -1.3718 -1.6698 0.6 -1.0 0.5
C 2.4478 -2.5162 -0.4140 -0.8 0.7 -0.3
N 1.5289 -3.0701 0.3492 0.2 -0.1 0.7
C 2.0686 -3.6821 1.4844 0.1 0.1 -0.5
C 1.3190 -4.2610 2.5228 2.3 -0.5 0.4
C 1.9814 -4.9119 3.6069 -0.9 1.8 -1.9
C 3.3902 -4.8431 3.6928 -1.6 0.7 -0.9
C 4.1168 -4.1431 2.7269 0.2 -0.2 -0.3
C 3.4719 -3.6323 1.5627 0.8 -0.4 0.9
S 4.1113 -2.8683 0.0892 -0.4 -0.1 1.0
H 0.2683 -4.1744 2.4650 -1.0 -0.2 0.1
H 1.2413 -5.2333 4.3245 0.7 -0.6 0.6
H 3.8971 -5.2602 4.5193 0.5 -0.3 0.8
H 5.1874 -4.0288 2.9838 -0.6 0.0 -0.8
F -5.2445 -4.1146 -1.7080 0.1 -0.3 -0.1
C -5.9136 -2.9958 -2.0227 1.8 0.1 2.1
F -6.8696 -2.8521 -1.0959 -0.2 0.2 -0.4
F -6.4106 -3.1298 -3.1961 -1.1 0.0 -1.8
S -4.7322 -1.5595 -1.8525 0.1 -1.7 3.6
O -4.2882 -1.7352 -0.4592 0.4 -0.1 -1.9
O -5.5310 -0.4256 -2.0458 -1.0 2.0 -1.3
N -3.6223 -1.9225 -2.8817 0.3 -0.4 0.8
S -2.8639 -1.2035 -3.9995 0.0 1.1 -1.1
O -3.1448 0.2061 -4.2098 -0.6 -0.2 0.5
O -1.4739 -1.5378 -4.0991 -0.2 -0.5 0.5
C -3.6201 -1.9693 -5.4542 -0.6 -2.3 1.0
F -3.3572 -3.3004 -5.3898 0.5 0.1 -0.2
F -3.0883 -1.4645 -6.5080 0.7 0.7 -1.9
F -4.9452 -1.9232 -5.5490 -0.4 0.9 0.3
C 0.8650 2.3752 2.6920 0.1 0.1 0.2
Te -0.6915 2.3660 1.2834 -0.2 -0.3 -1.0
C -1.7564 3.6048 2.6219 -0.6 1.2 -0.2
C -0.9569 3.5905 3.9021 -0.5 0.2 -0.3
C -1.5086 4.0930 5.0780 -1.4 0.8 -0.8
C -0.7805 4.1211 6.2090 1.2 0.0 1.7
C 0.5259 3.6121 6.2559 -1.1 0.1 -0.8
C 1.0658 3.1029 5.0881 1.1 -0.2 1.2
C 0.3358 3.0869 3.9092 -0.1 -0.7 -0.1
H 1.7448 2.8415 2.2931 0.4 0.4 -0.3
H 1.1304 1.3443 2.8798 0.0 -0.2 0.4
H -2.7702 3.1711 2.7813 0.7 0.6 -0.2
H -1.8193 4.6740 2.1995 -0.1 -1.6 0.7
H -2.5193 4.5589 5.1668 0.8 -0.6 -0.7
H -1.2261 4.5787 7.0801 0.1 -0.1 0.3
H 1.0455 3.5572 7.1846 0.4 0.1 0.4
H 2.0893 2.6890 5.1926 -0.7 0.2 -0.6